1.
The following is a quantum chemistry calculation of a 7-piece molecular cluster, C36H32O22 overall, from OMol25.

Computed properties:
E = -82875.676 eV
Orbital gap = 5.62 eV
E_HOMO = -8.4410 eV
Relative energy (zero: lowest compared OMol25 entry of this formula, charge and spin) = 421.6 kcal per mole
Maximum force = 0.262 Eh/bohr

ORCA input file:
```
! wB97M-V def2-TZVPD RIJCOSX def2/J DEFGRID3
* xyz 0 1
C 0.147 -3.637 -2.608
O -3.007 0.982 1.448
C -2.578 5.964 4.331
C 2.592 0.065 -2.682
C 2.627 -4.893 1.416
H 3.026 -5.795 -1.572
H 5.673 2.396 1.063
H 4.645 -6.168 -1.135
C 4.713 3.036 -0.786
C 1.420 0.862 -2.838
C 2.149 3.370 -0.299
O 0.595 -4.607 -1.932
H -1.254 1.832 -1.246
H -0.189 5.132 1.693
H -6.722 -3.071 -1.547
H 3.434 -6.913 -0.310
C -0.906 -1.515 -4.509
O -4.698 -3.286 -0.265
O -2.641 -1.034 -2.848
O 2.052 -3.707 -3.977
C -0.318 -1.103 3.154
H 1.621 -1.039 2.811
H 0.506 6.840 3.192
H -0.449 -0.384 -0.045
C -1.028 -2.882 -2.208
H 0.162 -3.472 3.422
C -1.278 5.998 3.505
C 3.729 -4.968 0.294
C 0.449 -0.301 -0.817
O 5.719 3.037 -1.473
O 1.612 -2.042 0.273
O 3.376 3.885 -2.590
H -2.496 0.376 1.944
H 1.605 -5.013 0.894
H 2.636 -5.752 2.125
H -1.481 -2.841 3.020
C -5.711 0.114 -1.078
C -5.699 -1.306 -1.123
H -4.149 3.312 1.090
H 3.210 0.029 -3.438
C -1.100 5.119 2.302
C -2.232 4.355 1.662
H -2.973 -0.538 -3.428
H -6.481 0.712 -1.537
H 2.630 -3.368 -4.482
C -1.592 -1.882 -3.196
C -4.755 -2.016 -0.229
H -4.619 5.300 4.251
H 1.272 -1.020 4.596
O -4.568 3.762 1.904
H 1.246 3.581 -0.812
H -1.552 -2.860 -1.288
H -2.927 -1.804 1.009
O 3.503 2.056 2.821
C 1.022 -0.721 3.544
C -3.832 0.228 0.607
O 1.167 1.458 -3.941
C 1.587 -1.191 -0.683
C 3.707 -5.970 -0.753
C 0.807 -3.262 -3.909
H 4.422 2.022 3.056
C 0.274 -2.193 -4.751
O 3.784 -1.698 -1.429
H 2.763 -4.113 2.074
H -0.419 -2.702 1.897
C -3.719 -1.289 0.436
C -4.827 0.976 -0.251
O -6.627 -2.052 -1.824
H 3.252 -2.472 -1.153
C -0.517 -2.589 2.811
C 2.193 2.871 0.916
O 4.609 -4.096 0.365
H 1.043 -1.752 -5.591
O -0.621 1.757 -1.949
O -2.110 3.883 0.514
O -2.652 6.773 5.334
O -1.206 -0.372 2.776
C 3.493 2.464 1.505
C 3.405 3.343 -1.346
O 1.048 2.730 1.535
C 2.685 -0.995 -1.559
O -4.930 2.149 -0.097
C -3.698 5.286 3.684
O -0.380 6.950 3.818
C 0.299 0.807 -1.835
O -1.489 -0.745 -5.210
C -3.480 4.494 2.328
H 1.154 0.509 3.516
C 4.727 2.696 0.653
H 4.121 3.920 -3.013
*
```

=====

2.
The following is a quantum chemistry calculation of C22H37BrN3PtSi3 as an isolated structure, from OMol25.

Computed properties:
E = -124803.720 eV
Orbital gap (alpha / beta) = 6.86 / 6.90 eV
E_HOMO (alpha / beta) = -10.4656 / -10.4207 eV
Relative energy (zero: lowest compared OMol25 entry of this formula, charge and spin) = 33.8 kcal per mole
Maximum force = 0.023 Eh/bohr

ORCA input file:
```
! wB97M-V def2-TZVPD RIJCOSX def2/J DEFGRID3
* xyz 1 1
H 5.608 -0.379 -2.267
C -1.939 1.048 4.136
H 1.883 -2.578 1.156
C -2.028 -3.400 0.449
C -2.617 -3.611 -0.787
H -4.142 2.670 -2.769
H -3.939 0.882 1.794
C 0.036 -0.083 2.133
H -2.266 -2.179 3.641
H 3.780 0.834 2.121
Si -1.538 0.992 2.302
C 1.485 -0.291 4.817
H 2.870 -0.402 1.233
Pt 0.003 0.428 0.142
N 1.947 0.109 -1.188
C -2.235 3.609 -2.309
Si 1.521 0.508 3.126
C 4.168 0.965 -1.424
H -2.024 3.863 -3.347
C 2.352 -1.049 -1.721
H 0.560 -0.042 5.346
H -1.324 -0.900 -2.334
Si -0.245 -1.904 2.228
H -0.686 3.002 0.958
C 3.655 -1.266 -2.126
H 4.851 1.790 -1.279
H -3.028 0.281 0.397
H -1.229 -3.615 3.713
C -1.380 2.803 1.780
H 2.553 2.659 3.679
C -3.738 3.408 -2.077
N -0.981 -1.437 -0.372
C -1.204 -2.295 0.646
H -2.802 -2.848 -2.798
H 3.940 -2.218 -2.551
Br 2.191 2.655 -0.254
C -1.228 -2.521 3.681
H -3.262 -0.748 1.817
C -1.468 2.408 -1.966
C -1.544 -1.635 -1.570
H -0.793 -2.166 4.618
H 1.991 -2.763 2.912
H -2.207 -4.085 1.270
C 1.541 2.358 3.390
H -4.257 4.350 -2.236
H -3.265 -4.463 -0.949
H 1.559 -1.381 4.757
C 1.330 -2.882 2.049
C 4.576 -0.241 -1.970
H -2.864 1.613 4.297
H 0.865 2.656 4.196
H 2.322 0.061 5.429
C -3.075 0.280 1.489
N -0.886 1.465 -1.668
H 1.087 -3.946 1.957
H 1.593 -1.819 -1.813
H -1.848 4.422 -1.691
C -2.365 -2.716 -1.817
H -2.077 0.046 4.549
C 2.842 1.070 -1.055
C 3.092 -0.010 2.228
H -1.143 1.541 4.699
H -1.062 3.407 2.633
H -3.933 3.072 -1.059
H 1.271 2.923 2.496
H -2.374 3.147 1.473
H 3.615 -0.796 2.781
*
```

=====

3.
The following is a quantum chemistry calculation of C15H28BiGeN10O3 as an isolated structure, from OMol25.

Computed properties:
E = -99406.950 eV
<S²> = 0.75
Orbital gap (alpha / beta) = 8.29 / 6.18 eV
E_HOMO (alpha / beta) = -9.0487 / -9.0496 eV
Relative energy (zero: lowest compared OMol25 entry of this formula, charge and spin) = 0.0 kcal per mole
Maximum force = 0.006 Eh/bohr

ORCA input file:
```
! wB97M-V def2-TZVPD RIJCOSX def2/J DEFGRID3
* xyz 0 2
C 2.424 1.264 -2.042
Ge 1.649 -1.395 -1.184
H -2.677 -1.276 -1.805
H 2.727 3.401 -2.104
H 1.050 -1.639 3.124
H 4.047 -1.203 2.512
N -1.144 3.830 1.729
H 1.317 2.903 -1.173
H 4.279 1.583 -3.097
C 1.518 1.175 -3.261
H 2.275 -2.825 3.570
N 0.171 2.010 4.348
H -1.634 -2.993 -0.327
H 3.817 -0.679 0.841
H 1.846 1.879 -4.028
C -0.157 -2.972 -3.462
O -0.065 -1.320 -1.702
Bi -0.573 0.393 0.524
H -0.180 -3.868 -0.836
N -1.851 4.422 -0.467
C 1.602 -2.512 2.771
C 3.857 0.885 -2.372
C -2.176 -1.710 -2.672
N -0.311 3.177 3.865
N -1.281 2.345 -0.155
N -1.615 2.510 -1.467
C 3.296 -0.970 1.755
O 1.390 -1.820 0.531
O 1.932 0.366 -1.013
C -1.119 -3.433 -1.183
C 2.351 2.647 -1.412
H -1.743 -4.240 -1.571
H 2.948 2.683 -0.501
C -0.645 2.917 2.621
H 2.510 -4.206 0.801
H 3.902 -3.697 1.767
N 0.138 1.092 3.466
N -1.953 3.728 -1.624
H 2.714 -0.118 2.110
C -0.877 -2.386 -2.259
H 0.778 -3.454 -3.163
H -2.857 -2.437 -3.117
C 2.395 -2.173 1.518
H 4.476 0.906 -1.475
C -2.682 -0.294 1.035
H -1.983 -0.920 -3.398
C 3.180 -3.373 1.017
H -1.346 4.756 2.068
C -1.427 3.551 0.420
H 0.063 -2.192 -4.192
H 1.547 0.173 -3.699
H -0.773 -3.730 -3.946
H 0.487 1.410 -2.996
H 3.907 -0.114 -2.812
N -3.700 -0.796 1.234
N -0.388 1.633 2.331
H 3.740 -3.126 0.110
H 0.903 -3.323 2.569
*
```

=====

4.
The following is a quantum chemistry calculation of a 2-piece molecular cluster, C3H11N3 overall, from OMol25.

Computed properties:
E = -7758.667 eV
Orbital gap = 9.12 eV
E_HOMO = -8.1284 eV
Relative energy (zero: lowest compared OMol25 entry of this formula, charge and spin) = 32.7 kcal per mole
Maximum force = 0.026 Eh/bohr

ORCA input file:
```
! wB97M-V def2-TZVPD RIJCOSX def2/J DEFGRID3
* xyz 0 1
H -2.944 1.739 0.642
C -1.457 0.242 0.350
H -2.184 -1.551 -0.423
C 2.511 -0.310 0.160
H 0.961 -0.743 -1.078
H -0.928 -0.200 1.192
H -1.587 -0.534 -1.630
H 1.285 -1.971 -0.032
H 2.107 1.613 -0.806
H -3.495 0.167 0.812
H 3.417 1.520 0.425
H 3.158 -0.831 0.842
N 1.682 -1.192 -0.537
N -2.705 0.788 0.853
C 2.613 0.993 -0.074
N -1.578 -0.785 -0.659
H -0.856 1.054 -0.035
*
```

=====

5.
The following is a quantum chemistry calculation of one molecule with the formula C18H20N2O4, from OMol25.

Computed properties:
E = -30161.499 eV
Orbital gap = 8.30 eV
E_HOMO = -7.7855 eV
Relative energy (zero: lowest compared OMol25 entry of this formula, charge and spin) = 20.5 kcal per mole
Maximum force = 0.011 Eh/bohr

ORCA input file:
```
! wB97M-V def2-TZVPD RIJCOSX def2/J DEFGRID3
* xyz 0 1
C 2.024 -1.472 -1.186
H 3.705 -0.800 -2.326
H 2.402 -1.256 2.175
C 0.592 1.012 -0.972
H -1.676 0.116 0.214
H 1.485 1.961 0.597
H -0.543 1.872 4.670
H 0.420 -2.480 -2.168
H -1.063 0.697 -5.468
C -2.266 0.266 2.262
C 1.991 0.414 -2.845
C -0.261 1.237 1.352
H -4.334 -0.162 5.540
H -3.720 -1.181 4.215
H -3.162 -0.309 2.096
C -1.428 0.505 1.186
N 0.641 1.486 0.309
C -0.781 1.495 3.688
H 0.961 2.298 2.763
O 0.172 1.404 -3.963
H 2.661 0.962 -3.520
C -1.954 0.758 3.524
C 0.798 -2.270 1.185
C -3.904 -0.151 4.540
H -0.658 -3.204 -0.074
H 2.457 -1.637 -3.277
H -1.845 1.002 -3.899
O -0.372 0.476 -1.480
C 2.630 -0.941 -2.456
O -2.708 0.580 4.647
O 0.258 -0.841 -3.994
H 2.565 1.542 -1.189
C 2.576 -1.139 0.046
H -4.608 0.326 3.850
C -1.095 1.364 -4.604
C 0.053 1.729 2.618
C 0.861 -2.231 -1.216
H -1.315 2.384 -4.909
H 3.493 -0.565 0.084
C 1.967 -1.533 1.225
C 0.676 0.218 -3.614
N 1.738 1.256 -1.694
C 0.253 -2.625 -0.038
H 0.313 -2.563 2.104
*
```

=====

6.
The following is a quantum chemistry calculation of C12H23CeF3NO5P2S as an isolated structure, from OMol25.

Computed properties:
E = -75011.026 eV
Orbital gap (alpha / beta) = 5.37 / 5.38 eV
E_HOMO (alpha / beta) = -18.9823 / -18.9823 eV
Relative energy (zero: lowest compared OMol25 entry of this formula, charge and spin) = 0.0 kcal per mole
Maximum force = 0.057 Eh/bohr

ORCA input file:
```
! wB97M-V def2-TZVPD RIJCOSX def2/J DEFGRID3
* xyz 3 1
C 4.672 1.088 0.437
C -3.319 2.505 0.788
S 3.409 0.953 -0.995
F 4.646 2.388 0.844
C -1.698 1.521 -0.674
H -1.604 -0.642 3.010
H -4.178 3.140 0.955
C -2.727 1.818 1.836
H -2.034 -4.496 0.130
C 1.072 -1.283 4.013
H 2.613 1.374 3.114
H -3.288 -4.429 1.003
H -0.561 2.233 -2.392
H -3.072 1.898 2.862
O 3.118 -0.520 -1.186
H 0.866 -0.828 4.994
O 3.819 1.686 -2.151
C 1.517 1.436 3.245
H -2.076 1.404 -2.791
H 0.002 0.577 -4.755
O -0.642 -4.715 -2.729
C 0.661 0.248 -3.933
P -0.357 -0.211 -2.512
C -1.037 0.295 2.780
O 2.143 1.421 -0.289
H -0.512 -5.432 -3.377
H -1.376 -2.227 -3.369
F 4.319 0.306 1.475
H 1.246 -0.636 -4.240
H 0.476 -2.201 3.892
C -2.787 2.363 -0.483
C -1.213 1.382 -2.099
O -2.502 -3.892 0.755
C -1.628 1.005 1.583
P 0.765 -0.134 2.658
H -1.133 0.946 3.671
H -2.147 -0.729 -4.053
H 2.131 -1.584 3.968
H -2.520 -1.311 -2.390
Ce 0.974 -0.630 -0.128
C -1.730 -1.206 -3.151
H 0.246 -4.282 -2.692
N -1.108 0.846 0.342
F 5.939 0.763 0.084
H -3.193 2.861 -1.359
H 1.162 2.305 2.664
H 1.380 1.043 -3.671
H 1.270 1.583 4.313
*
```

=====

7.
The following is a quantum chemistry calculation of a 3-piece molecular cluster, C44H86FN6O6S overall, from OMol25.

Computed properties:
E = -81783.354 eV
<S²> = 2.01
Orbital gap (alpha / beta) = 7.98 / 8.65 eV
E_HOMO (alpha / beta) = -10.0671 / -10.7280 eV
Maximum force = 0.150 Eh/bohr

ORCA input file:
```
! wB97M-V def2-TZVPD RIJCOSX def2/J DEFGRID3
* xyz 1 3
C 1.783 0.872 0.657
C -7.659 0.296 -3.769
C 2.881 6.881 4.502
H -9.778 0.591 -3.577
H -7.570 1.098 -4.508
C -8.910 0.480 -2.919
C -0.084 -0.231 -0.760
C -3.497 -6.488 -5.177
H 4.455 -0.723 4.284
C -3.141 -4.029 -3.129
C 0.635 1.186 -0.407
C 3.151 2.873 3.044
H -7.746 -0.633 -4.343
H 4.962 5.193 4.692
H -4.351 -5.873 -2.859
C -1.637 -5.960 -2.473
H 1.886 7.206 4.027
H -4.748 -4.586 -1.757
H -10.300 0.927 -0.552
H 0.140 -1.965 4.296
C -1.276 -6.157 -3.943
H -7.998 3.015 -3.584
N -2.783 -4.203 -4.567
N -7.579 1.625 -1.120
C 4.872 2.265 -1.309
H 2.516 5.217 5.927
H 1.026 1.559 -1.421
C 7.079 -2.156 3.620
O 8.239 -1.811 4.408
H -2.348 -4.424 -1.148
H 2.984 2.429 4.093
N -0.659 -4.443 1.814
F 1.714 6.451 0.352
H 0.803 1.602 2.372
H 2.331 3.226 -1.021
H -0.594 -5.022 -6.301
H -6.300 3.536 -2.047
H 4.410 4.462 0.749
H 4.642 2.088 1.898
H -5.265 -4.479 -3.438
C 4.086 4.463 4.556
H 8.686 3.478 0.146
H 7.566 -0.733 2.005
N 3.620 1.898 2.025
S -1.384 -0.717 0.465
N -1.364 -3.281 1.979
C -1.550 -5.551 -6.336
H 2.917 7.437 5.506
H 1.487 -2.260 6.528
H 4.516 1.057 4.669
H -9.088 -0.434 -2.340
H -10.956 1.976 -1.792
H 8.297 -2.438 5.164
C 4.636 0.313 3.819
H 3.916 -0.300 1.860
C 7.121 2.084 -0.728
H -2.168 -5.096 -7.114
H 4.175 3.714 5.414
H -5.352 -0.117 -0.435
H 3.461 6.523 1.572
C 0.229 -4.497 0.710
H -4.263 -2.178 -3.443
C 6.168 0.349 3.362
H -1.139 -3.876 -2.287
C -8.796 1.697 -1.983
O 0.022 -3.206 0.136
H 1.627 -0.543 5.930
C 1.270 -2.114 4.302
O -1.831 -3.290 -4.870
H 4.879 0.653 0.190
C -5.756 2.665 -2.421
C -8.793 2.984 -2.841
C 2.070 0.096 2.999
H -2.607 -1.905 -2.877
H -0.285 -5.716 -4.098
C -10.089 1.822 -1.144
H 9.176 1.723 -0.009
H 3.736 7.166 3.814
O 4.203 3.859 3.248
H -1.159 -7.230 -4.135
H -5.805 2.674 -3.514
H -5.525 0.263 -3.551
H -3.829 -2.483 -1.761
H 7.346 -3.079 2.995
C 1.927 -1.617 5.694
H 0.942 -5.291 0.355
H -4.210 0.812 -1.379
H 2.111 5.375 2.079
H -3.572 -7.258 -4.404
C 3.019 1.954 0.653
H 5.817 -1.335 1.880
H -3.455 -7.007 -6.138
H -1.321 -6.575 -6.645
H -4.440 -5.936 -5.203
C 8.306 2.419 0.281
H -9.728 3.073 -3.402
C 2.683 5.784 1.189
H -6.392 -0.751 -2.419
C -4.444 -4.790 -2.788
C 2.480 3.330 0.111
H -5.042 1.579 -0.019
C 3.381 4.636 0.302
H 6.887 0.964 -0.599
H 6.802 0.385 4.321
H -8.703 3.876 -2.214
C -5.166 0.878 -0.849
H -2.442 -6.642 -2.185
C 2.000 -1.504 3.019
C -3.475 -2.567 -2.793
H -0.146 1.884 0.035
H 5.434 1.625 -2.083
H 6.420 1.284 2.766
H 3.565 0.506 -1.067
H 0.717 -1.010 -0.952
O -7.783 0.659 -0.196
H -4.714 2.852 -2.150
H 3.560 5.128 -0.721
H 3.047 -1.965 2.936
H 8.049 2.146 1.357
H 6.254 -2.474 4.338
C 3.591 0.497 2.622
H 1.484 3.555 0.643
C -0.922 -2.471 0.897
H 3.058 -1.771 5.713
H 2.140 3.369 2.811
H 4.249 2.996 -1.910
C -6.407 0.234 -2.899
C 6.628 -1.012 2.611
H -0.777 -6.228 -1.850
C -2.027 -4.513 -2.192
C 2.753 5.311 4.805
O 5.934 2.921 -0.529
C -2.275 -5.550 -4.962
H 1.416 -1.828 2.098
H 1.441 -3.250 4.258
H -10.031 2.674 -0.462
H 1.831 0.552 4.024
H 2.172 -0.177 0.387
C -6.292 1.336 -1.816
N 1.129 0.709 1.980
H 1.830 4.930 4.264
H 7.486 2.317 -1.794
C 4.081 1.265 -0.373
H -0.620 -0.041 -1.758
*
```

=====

8.
The following is a quantum chemistry calculation of one molecule with the formula C4H3NO2, from OMol25.

Computed properties:
E = -9775.547 eV
Orbital gap = 10.08 eV
E_HOMO = -10.2787 eV
Relative energy (zero: lowest compared OMol25 entry of this formula, charge and spin) = 141.6 kcal per mole
Maximum force = 0.098 Eh/bohr

ORCA input file:
```
! wB97M-V def2-TZVPD RIJCOSX def2/J DEFGRID3
* xyz 0 1
C -1.368 0.018 0.114
C 0.859 0.405 0.609
H -0.433 1.031 2.159
C -0.353 0.621 1.101
H 1.749 0.784 1.137
O 1.225 -0.465 -2.088
O 1.211 -1.600 -1.247
N -0.921 -0.440 -0.958
H -2.453 0.140 0.147
C 0.482 -0.494 -0.975
*
```

=====

9.
The following is a quantum chemistry calculation of H6O3 as an isolated structure, from OMol25.

Computed properties:
E = -6234.377 eV
Orbital gap = 8.96 eV
E_HOMO = -8.9578 eV
Relative energy (zero: lowest compared OMol25 entry of this formula, charge and spin) = 135.5 kcal per mole
Maximum force = 0.258 Eh/bohr

ORCA input file:
```
! wB97M-V def2-TZVPD RIJCOSX def2/J DEFGRID3
* xyz 0 1
H -31.005 22.193 -20.457
O -29.643 25.566 -21.529
H -29.098 25.171 -22.210
H -30.025 23.829 -20.348
O -29.395 24.431 -19.952
H -29.503 22.332 -20.585
H -29.514 24.318 -19.010
H -29.415 25.089 -20.732
O -30.311 22.844 -20.552
*
```

=====

What is the formula in the sixth record? C12H23CeF3NO5P2S

=====

Among the records above, which one has the lowest E? C22H37BrN3PtSi3